Record 1
Below is a cluster of 9 separate species, C24H66O12S6 in total in a non-equilibrium geometry, with properties calculated with ωB97M-V/def2-TZVPD.

ORCA input file:
```
! RIJCOSX wB97M-V def2-TZVPD def2/J DEFGRID3
* xyz 0 1
S 4.352 -0.487 2.176
S 2.673 -3.572 -2.677
S 0.159 -4.007 2.453
S -0.645 4.224 0.182
S -0.457 -0.490 -3.299
S -4.359 -1.845 3.021
O 2.516 -2.234 -3.423
O 3.275 2.543 0.234
O 2.960 1.574 -2.888
O -5.273 -0.169 -0.769
O -1.229 -1.789 -3.089
O 1.654 -4.117 2.630
O -2.115 4.397 0.376
O 4.962 -0.965 0.922
O -0.011 0.628 3.937
O -0.137 -0.140 1.127
O -4.016 -3.238 3.243
O -4.315 2.156 -2.496
C 5.614 0.404 3.166
C 4.191 2.126 -0.839
C -4.214 3.356 -3.337
C 4.276 -1.890 3.294
C -4.665 1.104 -0.442
C 0.562 1.286 2.850
C -5.816 -1.821 1.907
C 3.070 -3.079 -0.959
C 1.046 0.273 1.841
C 3.603 3.783 0.719
C -0.494 2.754 -0.846
C -3.098 -1.073 1.887
C -4.436 -0.969 -1.566
C 0.265 -0.749 -4.951
C -4.998 2.358 -1.272
C -0.321 -3.276 4.012
C -0.173 5.531 -0.980
C -1.764 0.603 -3.907
C -0.584 -5.585 2.850
C 3.809 1.506 -4.080
C 1.022 -4.247 -2.344
C 0.033 -1.150 0.164
C -1.210 1.193 4.453
C 3.571 1.056 -1.750
H 4.858 1.766 -3.916
H 3.074 -3.983 -0.343
H -3.165 0.001 1.840
H -3.365 3.234 -3.958
H 0.299 -3.363 -2.315
H 2.277 -2.455 -0.583
H 1.150 -0.123 -5.014
H 0.387 -2.054 0.704
H 3.330 2.225 -4.758
H 0.012 -3.948 4.797
H 3.504 4.569 -0.090
H -1.406 -3.460 4.046
H -5.853 -2.838 1.504
H 5.283 -2.227 3.341
H 0.685 -1.716 -4.920
H -3.315 -0.768 -1.474
H 6.437 -0.179 3.629
H -6.569 -1.629 2.690
H -4.648 -1.984 -1.366
H 4.404 0.406 -2.018
H -0.139 -6.177 2.129
H 1.087 -4.698 -1.408
H -0.572 -0.605 -5.690
H -1.012 -1.339 -0.226
H -0.165 1.853 2.269
H -2.380 0.775 -3.004
H -4.530 3.260 -0.721
H 4.332 3.054 -1.498
H 2.784 0.436 -1.309
H 4.623 3.819 1.033
H -0.300 6.430 -0.443
H -3.571 0.973 -0.424
H -2.359 0.098 -4.646
H -3.304 -1.488 0.877
H 1.823 0.708 1.288
H 0.833 5.414 -1.172
H 2.943 4.101 1.539
H -1.238 2.679 -1.633
H -5.182 3.417 -3.909
H 3.629 -2.595 2.862
H 3.900 0.475 -4.541
H 1.545 -0.594 2.352
H 5.163 1.777 -0.487
H 0.464 2.771 -1.356
H 3.849 -1.580 4.202
H 1.361 2.033 3.234
H -5.031 1.324 0.536
H -1.473 2.176 4.001
H 0.713 -4.945 -3.048
H -6.120 2.354 -1.314
H -0.741 5.478 -1.922
H -4.583 -0.893 -2.627
H -5.762 -1.013 1.082
H -1.645 -5.640 2.735
H 0.693 -0.914 -0.678
H -0.374 1.916 -0.172
H -1.057 1.413 5.502
H -4.225 4.306 -2.751
H 6.056 1.190 2.545
H 4.031 -2.571 -0.856
H -0.336 -5.922 3.844
H -2.153 -1.489 2.233
H -2.012 0.493 4.337
H -1.334 1.619 -4.194
H 0.041 -2.217 4.140
H 5.064 0.900 3.960
*
```

Values from the calculation:
Highest occupied orbital energy, eV: -8.563
Molecular weight, g mol⁻¹: 739.18
Largest force on an atom, eV/Å: 3.43
LUMO, eV: 0.427
Kohn-Sham gap, eV: 8.99

***

Record 2
Below is a cluster of 8 separate species, C24H67N11O12 in total in a non-equilibrium geometry, with properties calculated with ωB97M-V/def2-TZVPD.

ORCA input file:
```
! RIJCOSX wB97M-V def2-TZVPD def2/J DEFGRID3
* xyz 0 1
O 0.457 0.310 -0.389
O -4.995 1.731 3.869
O 1.713 -7.489 -4.758
O -2.150 1.950 5.502
O 2.697 1.456 2.178
O -1.455 -3.329 -3.592
O -3.185 5.379 0.030
O -2.565 8.482 3.611
O -1.669 3.035 0.744
O 6.561 -3.992 -1.441
O 0.547 4.676 -2.224
O 2.134 -4.610 0.038
N -3.556 7.231 -1.245
N -1.918 6.362 2.964
N 1.178 6.407 -0.987
N -2.564 5.377 -2.121
N 1.009 -4.774 -5.047
N 0.751 6.804 -3.148
N 4.359 -2.460 -0.031
N -3.783 7.322 2.085
N 2.257 1.243 4.381
N -3.724 -0.102 5.273
N 2.104 3.275 3.510
C -2.371 -0.393 5.778
C -1.787 -2.922 -2.263
C -5.010 2.791 2.893
C 2.803 -3.955 1.109
C 5.712 -2.999 -1.989
C 2.390 -6.708 -5.732
C 2.402 1.973 3.260
C -0.245 -2.791 -4.097
C 0.797 5.880 -2.174
C -5.036 0.459 3.230
C 0.751 -8.377 -5.281
C -1.792 2.936 4.584
C -2.721 7.489 2.917
C -0.755 0.930 0.034
C 1.580 -5.483 -6.164
C 6.323 -5.339 -1.700
C 1.790 -5.934 0.216
C -0.661 2.447 -0.075
C 0.168 -3.605 -5.312
C -3.114 5.964 -1.065
C -3.871 -0.394 3.830
C -1.380 0.751 5.516
C 4.282 -2.947 -1.398
C 3.125 -2.515 0.749
H 1.439 3.559 4.199
H 1.067 0.564 0.313
H 3.684 -4.560 1.340
H 1.095 7.717 -2.925
H 3.660 -2.184 -1.875
H -0.585 0.858 6.258
H -4.423 -0.707 5.682
H 1.778 -6.278 1.256
H 5.176 -2.768 0.474
H 5.990 -5.938 -0.849
H -2.456 -0.535 6.859
H 0.661 6.522 -4.109
H -3.735 6.438 1.596
H 7.149 -5.886 -2.160
H 0.647 -2.745 -3.466
H -2.142 3.711 0.247
H -6.039 0.084 3.449
H 3.776 -3.899 -1.585
H 2.070 -3.952 1.928
H -0.909 0.518 1.035
H 2.538 3.852 2.803
H 1.612 7.309 -0.906
H -2.390 5.855 -2.986
H -2.847 -2.674 -2.207
H 5.498 -3.232 -3.040
H 5.512 -5.399 -2.436
H -4.190 2.591 2.200
H 2.242 -4.725 -6.605
H -0.161 -7.868 -5.613
H 3.201 -2.014 1.720
H 2.262 -1.952 0.388
H -1.197 6.355 3.661
H -3.994 7.700 -0.475
H -4.770 3.785 3.278
H 1.992 1.708 5.225
H -4.317 8.136 1.844
H 0.888 -5.567 -7.015
H -0.874 0.548 4.566
H -1.546 -3.790 -1.648
H -0.887 2.690 -1.116
H -6.003 2.928 2.460
H -3.442 7.675 -2.137
H 2.454 0.264 4.245
H 2.472 -6.621 -0.302
H 1.447 5.696 -0.325
H -0.523 -1.792 -4.446
H -4.960 0.438 2.140
H 3.341 -6.365 -5.320
H 0.886 -2.995 -5.868
H 6.273 -2.068 -1.980
H 0.300 2.894 0.183
H -4.083 -1.470 3.790
H -1.584 0.614 -0.600
H -2.303 3.003 3.619
H -2.116 3.885 5.024
H -0.702 2.956 4.480
H 0.812 -6.164 -0.214
H -2.942 -0.294 3.267
H 0.883 -9.009 -6.171
H 2.787 -7.244 -6.600
H -2.082 -1.411 5.489
H 0.628 -9.116 -4.490
H -1.264 -2.048 -1.869
H 0.616 -5.344 -4.311
H -0.736 -3.878 -5.867
H -2.122 4.497 -1.911
H -2.095 5.593 2.341
*
```

Values from the calculation:
Highest occupied orbital energy, eV: -7.940
Molecular weight, g mol⁻¹: 701.86
ΔE to the lowest compared entry with this formula, charge and spin, kcal per mole: 104.96
Largest force on an atom, eV/Å: 2.22
LUMO, eV: 0.076
Kohn-Sham gap, eV: 8.02

***

LUMO of number 2 (C24H67N11O12)?
0.076 eV

***

Which of these has the lowest Kohn-Sham gap?
C24H67N11O12

***

Which of these has the lowest LUMO?
C24H67N11O12